Version P
A molecular structure, C2H2N2O. Source: the Open Molecules 2025 dataset; level of theory: ωB97M-V/def2-TZVPD.

The geometry in ORCA input format:
```
! RIJCOSX wB97M-V def2-TZVPD def2/J DEFGRID3
* xyz 0 1
C -0.93 0.44 -0.06
C 0.26 -0.07 0.63
N -0.68 -0.01 -1.22
N 0.72 -0.52 -0.52
O 1.70 -0.79 -1.16
H -1.76 1.11 0.11
H 0.69 -0.14 2.23
*
```

As for the molecular weight: 70.05 g/mol. For the HOMO-LUMO gap (spin up / spin down), the calculation gives 8.6 / 8.6 eV.

***

Version Q
2 unconnected molecules or ions with the total composition C2H2N2O. Source: the Open Molecules 2025 dataset; level of theory: ωB97M-V/def2-TZVPD.

The geometry in ORCA input format:
```
! RIJCOSX wB97M-V def2-TZVPD def2/J DEFGRID3
* xyz 0 1
C -1.57 -0.87 -0.08
C 1.33 0.22 0.12
N 0.94 1.32 -0.05
N -1.33 0.23 0.03
O 1.81 -0.81 0.28
H -1.33 -1.83 -0.47
H 0.14 1.74 0.18
*
```

As for the molecular weight: 70.05 g/mol. For the HOMO-LUMO gap, the calculation gives 11.7 eV. As for the structure (SMILES): N=C=O.C#N.

***

Version R
A molecular structure, C2H2N2O. Source: the Open Molecules 2025 dataset; level of theory: ωB97M-V/def2-TZVPD.

The geometry in ORCA input format:
```
! RIJCOSX wB97M-V def2-TZVPD def2/J DEFGRID3
* xyz 0 1
C -3.45 0.28 0.14
C -0.98 -0.27 0.34
N -2.42 -0.53 -0.05
N -3.82 1.34 -0.01
O -0.66 0.86 -0.07
H -2.24 -1.85 0.10
H -0.32 -1.10 0.31
*
```

As for the molecular weight: 70.05 g/mol. For the HOMO-LUMO gap, the calculation gives 10.2 eV.

***

Of the structures shown above, version Q is the most stable.